Record 1
{"formula": "C16H42AlB4N2O12", "method": "the ωB97M-V functional and the def2-TZVPD basis", "fmax_ev_per_a": 4.23, "total_charge": -1, "e_above_lowest_kj_mol": 0.0, "gap_ev": 4.84, "e_tot_ha": -1988.8548, "e_lumo_ev": -1.0096, "symbols": ["Al", "B", "H", "H", "H", "H", "B", "H", "H", "H", "H", "B", "H", "H", "H", "H", "O", "C", "O", "B", "O", "C", "O", "O", "C", "O", "C", "O", "O", "C", "O", "C", "C", "N", "C", "C", "O", "C", "H", "H", "H", "H", "H", "H", "H", "H", "H", "H", "H", "H", "H", "H", "H", "C", "O", "C", "C", "N", "C", "C", "O", "C", "H", "H", "H", "H", "H", "H", "H", "H", "H", "H", "H", "H", "H", "H", "H"], "positions_angstrom": [[0.559, -0.986, -0.561], [2.715, -0.958, -2.940], [1.609, -0.639, -3.052], [3.255, -0.951, -3.948], [3.282, -0.218, -2.264], [2.800, -1.962, -2.398], [-0.895, -1.727, -3.156], [-1.741, -1.673, -3.926], [-0.877, -0.675, -2.659], [-0.958, -2.572, -2.393], [0.067, -1.814, -3.777], [1.494, -3.840, -1.490], [2.186, -4.493, -2.120], [0.920, -3.059, -2.122], [0.752, -4.515, -0.931], [2.073, -3.208, -0.714], [-3.137, 0.605, 2.586], [-2.879, 1.648, 2.050], [-3.555, 2.782, 2.170], [-2.956, 3.852, 1.281], [-1.753, 3.191, 0.719], [-1.688, 1.967, 1.168], [-0.856, 1.161, 0.823], [-2.566, 5.066, 2.020], [-3.380, 6.059, 1.646], [-3.308, 7.214, 1.937], [-4.201, 5.544, 0.416], [-3.912, 4.276, 0.198], [-5.031, 6.149, -0.215], [0.421, -0.253, 3.200], [0.277, -1.341, 2.315], [-0.181, -2.584, 2.853], [-0.615, -3.359, 1.603], [-1.054, -2.562, 0.447], [-2.399, -1.988, 0.687], [-2.737, -1.152, -0.523], [-2.162, 0.155, -0.348], [-2.788, 1.186, -1.071], [0.608, 0.625, 2.583], [1.271, -0.272, 3.888], [-0.510, 0.003, 3.711], [-1.012, -2.380, 3.529], [0.542, -3.227, 3.355], [-1.307, -4.159, 1.881], [0.265, -3.814, 1.137], [-1.201, -3.203, -0.326], [-2.376, -1.299, 1.535], [-3.166, -2.729, 0.935], [-3.812, -1.018, -0.663], [-2.336, -1.636, -1.418], [-3.868, 1.209, -0.864], [-2.653, 1.251, -2.150], [-2.520, 2.072, -0.489], [3.287, -3.060, 1.402], [2.881, -1.735, 1.085], [3.809, -0.731, 1.526], [3.803, 0.416, 0.539], [2.472, 1.035, 0.433], [2.496, 2.081, -0.639], [1.155, 2.667, -1.131], [0.409, 1.633, -1.788], [-0.520, 2.266, -2.683], [2.440, -3.548, 1.884], [4.248, -3.160, 1.910], [3.477, -3.543, 0.441], [4.835, -1.095, 1.599], [3.526, -0.410, 2.533], [4.167, 0.207, -0.468], [4.554, 1.140, 0.884], [2.479, 1.630, 1.257], [2.971, 1.646, -1.520], [3.082, 2.952, -0.329], [1.377, 3.479, -1.824], [0.643, 3.089, -0.263], [-0.864, 3.258, -2.389], [-1.361, 1.624, -2.943], [-0.070, 2.407, -3.672]]}

Record 2
{"formula": "C33H32BCl2F3O2S", "method": "the ωB97M-V functional and the def2-TZVPD basis", "fmax_ev_per_a": 2.63, "e_above_lowest_kj_mol": 0.0, "gap_ev": 7.77, "e_tot_ha": -3070.2940, "smiles": "CC1(C)OB([C@H](/C=C/c2ccc(Cl)cc2)c2ccc(Cl)cc2)OC1(C)C.Cc1ccc(-c2ccc(C(F)(F)F)cc2)s1", "e_lumo_ev": -0.1515, "symbols": ["C", "C", "C", "O", "B", "C", "C", "C", "C", "C", "C", "C", "Cl", "C", "C", "C", "C", "C", "C", "Cl", "C", "C", "O", "C", "C", "C", "H", "H", "H", "H", "H", "H", "H", "H", "H", "H", "H", "H", "H", "H", "H", "H", "H", "H", "H", "H", "H", "H", "H", "C", "C", "C", "C", "C", "C", "C", "C", "C", "C", "F", "F", "F", "C", "C", "S", "H", "H", "H", "H", "H", "H", "H", "H", "H"], "positions_angstrom": [[2.670, -2.366, 3.587], [1.284, -2.555, 4.189], [1.273, -2.013, 5.612], [0.440, -1.666, 3.444], [-0.438, -2.459, 2.747], [-1.423, -1.725, 1.809], [-0.354, -0.875, 1.168], [0.611, -1.341, 0.331], [1.801, -0.589, 0.002], [2.905, -1.242, -0.599], [4.115, -0.585, -0.795], [4.240, 0.763, -0.417], [5.726, 1.573, -0.629], [3.147, 1.451, 0.134], [1.937, 0.784, 0.324], [-2.741, -1.017, 2.041], [-3.920, -1.724, 1.769], [-5.090, -1.052, 1.416], [-5.083, 0.347, 1.365], [-6.435, 1.178, 0.727], [-3.968, 1.063, 1.813], [-2.820, 0.370, 2.205], [-0.499, -3.777, 3.078], [0.637, -4.011, 3.956], [1.484, -4.992, 3.144], [0.141, -4.664, 5.239], [3.429, -2.943, 4.127], [2.683, -2.628, 2.521], [2.926, -1.303, 3.668], [1.907, -2.607, 6.280], [1.676, -0.995, 5.586], [0.258, -1.955, 6.018], [-1.658, -2.540, 1.107], [-0.383, 0.183, 1.414], [0.550, -2.353, -0.077], [2.793, -2.287, -0.898], [4.963, -1.096, -1.243], [3.242, 2.501, 0.397], [1.084, 1.329, 0.727], [-3.897, -2.814, 1.765], [-5.993, -1.589, 1.144], [-4.013, 2.148, 1.835], [-1.965, 0.928, 2.584], [2.415, -5.285, 3.645], [0.883, -5.897, 2.975], [1.712, -4.578, 2.149], [0.988, -4.941, 5.885], [-0.530, -4.000, 5.802], [-0.413, -5.582, 5.010], [-2.374, -4.469, 9.821], [-2.336, -3.388, 8.811], [-1.534, -2.255, 8.839], [-1.859, -1.314, 7.823], [-2.923, -1.714, 7.022], [-3.650, -0.911, 6.090], [-3.334, 0.460, 5.907], [-4.310, 1.302, 5.415], [-5.529, 0.761, 5.022], [-6.615, 1.720, 4.667], [-7.618, 1.139, 3.948], [-7.184, 2.283, 5.776], [-6.131, 2.756, 3.906], [-5.752, -0.611, 4.951], [-4.785, -1.455, 5.463], [-3.389, -3.360, 7.449], [-1.884, -4.127, 10.737], [-3.409, -4.740, 10.062], [-1.863, -5.370, 9.462], [-0.759, -2.097, 9.588], [-1.362, -0.359, 7.678], [-2.355, 0.848, 6.191], [-4.138, 2.371, 5.317], [-6.660, -1.011, 4.514], [-4.912, -2.538, 5.411]]}

Record 3
{"formula": "C30H82CdF3O11", "method": "the ωB97M-V functional and the def2-TZVPD basis", "fmax_ev_per_a": 3.34, "total_charge": -1, "gap_ev": 9.75, "e_tot_ha": -2487.3435, "e_lumo_ev": 2.5706, "symbols": ["Cd", "F", "F", "F", "C", "C", "C", "O", "H", "H", "H", "H", "H", "H", "H", "H", "C", "C", "C", "O", "H", "H", "H", "H", "H", "H", "H", "H", "C", "C", "C", "O", "H", "H", "H", "H", "H", "H", "H", "H", "C", "C", "C", "O", "H", "H", "H", "H", "H", "H", "H", "H", "C", "C", "C", "O", "H", "H", "H", "H", "H", "H", "H", "H", "C", "C", "C", "O", "H", "H", "H", "H", "H", "H", "H", "H", "C", "C", "C", "O", "H", "H", "H", "H", "H", "H", "H", "H", "C", "C", "C", "O", "H", "H", "H", "H", "H", "H", "H", "H", "C", "C", "O", "H", "H", "H", "H", "H", "H", "C", "C", "O", "H", "H", "H", "H", "H", "H", "C", "C", "O", "H", "H", "H", "H", "H", "H"], "positions_angstrom": [[0.947, -1.485, -0.645], [-0.590, -2.703, -1.905], [0.132, 0.284, 0.237], [2.797, -1.595, 0.135], [-0.975, 3.564, -0.645], [-1.965, 2.660, 0.010], [-3.373, 3.263, 0.139], [-2.141, 1.539, -0.799], [-0.888, 4.598, -0.214], [-1.362, 3.801, -1.618], [-0.001, 3.109, -0.652], [-1.634, 2.370, 1.022], [-4.108, 2.490, 0.362], [-3.625, 3.769, -0.791], [-3.358, 3.979, 0.935], [-1.357, 0.992, -0.688], [-2.936, 1.567, 3.370], [-2.210, 0.233, 3.067], [-2.895, -0.561, 1.983], [-0.883, 0.587, 2.693], [-2.893, 2.224, 2.517], [-2.396, 2.062, 4.188], [-3.974, 1.335, 3.724], [-2.138, -0.314, 4.018], [-2.241, -1.359, 1.626], [-3.066, 0.072, 1.072], [-3.823, -0.992, 2.340], [-0.623, 0.095, 1.905], [5.304, -0.591, -3.704], [4.440, -1.179, -2.634], [4.904, -2.609, -2.270], [4.616, -0.335, -1.498], [6.326, -0.630, -3.302], [4.956, 0.377, -4.025], [5.241, -1.219, -4.632], [3.411, -1.188, -2.938], [4.971, -2.792, -1.198], [5.932, -2.909, -2.618], [4.252, -3.391, -2.726], [4.002, -0.657, -0.784], [-3.668, -1.031, -2.486], [-3.568, -2.021, -3.694], [-2.826, -1.253, -4.827], [-3.027, -3.273, -3.327], [-4.151, -0.066, -2.707], [-2.676, -0.834, -2.046], [-4.210, -1.501, -1.635], [-4.605, -2.348, -3.913], [-1.771, -1.069, -4.543], [-3.238, -0.265, -5.088], [-2.851, -1.946, -5.620], [-2.231, -3.147, -2.805], [1.426, -5.144, 2.448], [1.682, -4.031, 1.338], [1.966, -4.653, 0.040], [0.521, -3.210, 1.186], [0.346, -5.374, 2.339], [1.586, -4.826, 3.459], [2.010, -6.021, 2.233], [2.447, -3.389, 1.720], [2.871, -5.237, 0.048], [2.153, -3.868, -0.694], [1.172, -5.252, -0.319], [-0.214, -3.761, 0.812], [0.397, -2.224, 4.856], [1.417, -1.079, 4.859], [2.424, -1.417, 3.761], [0.966, 0.228, 4.810], [-0.334, -2.023, 5.600], [0.897, -3.169, 5.071], [-0.016, -2.331, 3.815], [1.952, -1.128, 5.847], [2.916, -2.403, 3.862], [3.222, -0.631, 3.735], [1.951, -1.442, 2.794], [0.411, 0.434, 4.004], [0.845, 3.654, 4.129], [0.150, 4.259, 2.941], [-0.690, 5.427, 3.341], [1.058, 4.720, 1.896], [0.073, 3.178, 4.741], [1.349, 4.458, 4.620], [1.515, 2.912, 3.688], [-0.467, 3.466, 2.479], [-1.334, 5.294, 4.216], [-1.251, 5.848, 2.494], [0.047, 6.183, 3.530], [1.329, 3.945, 1.364], [4.051, 3.487, 0.060], [3.428, 2.155, 0.429], [3.995, 1.365, 1.621], [2.016, 2.425, 0.513], [5.086, 3.294, -0.187], [4.020, 4.270, 0.826], [3.440, 3.945, -0.697], [3.503, 1.527, -0.436], [3.665, 1.901, 2.543], [5.055, 1.213, 1.457], [3.532, 0.381, 1.612], [1.487, 1.576, 0.524], [-3.729, -4.274, 0.058], [-2.567, -5.128, -0.558], [-1.268, -4.565, -0.330], [-3.759, -4.446, 1.144], [-4.656, -4.589, -0.438], [-3.594, -3.209, -0.167], [-2.698, -5.172, -1.662], [-2.650, -6.103, -0.058], [-0.986, -3.976, -1.074], [-3.637, 3.269, -5.126], [-3.436, 2.763, -3.704], [-2.224, 1.974, -3.530], [-4.567, 3.808, -5.094], [-3.741, 2.409, -5.857], [-2.893, 4.001, -5.389], [-4.299, 2.099, -3.449], [-3.388, 3.534, -2.939], [-2.150, 1.893, -2.598], [1.479, 1.597, -2.744], [0.482, 0.616, -3.206], [0.856, -0.726, -2.843], [1.161, 2.597, -2.895], [2.393, 1.453, -3.376], [1.812, 1.342, -1.708], [0.294, 0.717, -4.299], [-0.453, 0.877, -2.697], [0.191, -1.395, -3.159]]}

Record 4
{"formula": "C23H30F2N3PtS3", "method": "the ωB97M-V functional and the def2-TZVPD basis", "fmax_ev_per_a": 0.67, "total_charge": 1, "e_above_lowest_kj_mol": 0.0, "gap_ev": 8.61, "e_tot_ha": -2572.1165, "e_lumo_ev": -2.2372, "symbols": ["Pt", "F", "C", "C", "C", "C", "C", "F", "C", "C", "C", "C", "C", "C", "N", "H", "H", "H", "H", "H", "H", "C", "C", "S", "C", "C", "S", "C", "C", "S", "H", "H", "H", "H", "H", "H", "H", "H", "H", "H", "H", "H", "C", "C", "N", "C", "C", "N", "C", "C", "H", "H", "H", "H", "H", "H", "H", "H", "H", "H", "H", "H"], "positions_angstrom": [[-0.546, 0.260, -0.211], [-0.192, 2.483, 4.606], [-0.446, 1.365, 3.915], [-0.420, 1.412, 2.533], [-0.670, 0.263, 1.795], [-0.995, -0.946, 2.453], [-0.982, -0.922, 3.847], [-1.213, -2.050, 4.544], [-0.714, 0.203, 4.601], [-1.304, -2.173, 1.669], [-1.980, -3.286, 2.174], [-2.234, -4.361, 1.342], [-1.820, -4.320, 0.019], [-1.169, -3.179, -0.411], [-0.915, -2.145, 0.387], [-0.170, 2.352, 2.055], [-0.718, 0.161, 5.680], [-2.317, -3.311, 3.197], [-2.758, -5.226, 1.727], [-2.001, -5.141, -0.660], [-0.828, -3.086, -1.438], [0.039, 2.808, -2.948], [-0.334, 1.498, -3.630], [-0.710, 0.034, -2.601], [-2.518, -0.063, -2.679], [-3.227, 1.046, -1.936], [-2.628, 1.188, -0.212], [-2.512, 2.987, 0.009], [-1.299, 3.679, -0.581], [-1.314, 3.873, -2.388], [0.579, 3.406, -3.684], [0.716, 2.646, -2.113], [0.500, 1.175, -4.255], [-1.191, 1.633, -4.292], [-2.756, -1.043, -2.261], [-2.809, -0.066, -3.730], [-4.295, 0.832, -1.876], [-3.078, 2.004, -2.428], [-2.515, 3.110, 1.094], [-3.449, 3.404, -0.363], [-0.396, 3.136, -0.299], [-1.242, 4.685, -0.162], [2.407, 0.787, -0.853], [3.931, 0.499, -0.818], [4.190, -0.762, -0.139], [3.467, -1.829, -0.818], [1.939, -1.571, -0.767], [1.662, -0.264, -0.113], [2.205, -0.319, 1.271], [3.715, -0.666, 1.236], [2.034, 0.795, -1.878], [2.172, 1.747, -0.391], [4.463, 1.293, -0.294], [4.335, 0.443, -1.830], [3.711, -2.775, -0.334], [3.820, -1.887, -1.848], [1.421, -2.338, -0.198], [1.501, -1.542, -1.766], [1.633, -1.063, 1.824], [2.023, 0.648, 1.738], [3.906, -1.616, 1.736], [4.296, 0.099, 1.753]]}